1.
Entry from OMol25: a 8-piece molecular cluster, C31H85N7O8 overall (ωB97M-V/def2-TZVPD).

Summary:
M	684.1	g/mol
calculated total energy	-2217.1041	a.u.
energy relative to the best compared isomer or geometry (same formula, charge and spin)	129.2	kJ/mol
SMILES	COC[C@H](C)N.COC[C@H](C)N.COC[C@H](C)N.COC[C@H](C)N.COC[C@H](C)N.COC[C@H](C)N.COC[C@H](C)N.CC(C)O

CARTESIAN COORDINATES (ANGSTROEM)
1 C 11.458 12.009 9.409
2 O 11.271 13.197 8.636
3 C 10.039 13.824 8.902
4 C 9.676 14.998 7.910
5 C 8.376 15.719 8.234
6 N 9.602 14.495 6.584
7 H 11.375 12.138 10.488
8 H 12.396 11.508 9.171
9 H 10.676 11.273 9.223
10 H 9.255 13.072 8.810
11 H 10.147 14.201 9.918
12 H 10.523 15.682 7.966
13 H 7.533 15.028 8.207
14 H 8.206 16.605 7.623
15 H 8.571 16.128 9.225
16 H 9.825 15.302 6.018
17 H 10.426 13.919 6.484
18 C 12.292 14.280 12.355
19 O 13.311 15.168 12.792
20 C 14.039 14.677 13.923
21 C 15.204 15.696 14.193
22 C 16.389 15.457 13.238
23 N 15.626 15.454 15.486
24 H 12.613 13.240 12.299
25 H 12.050 14.486 11.312
26 H 11.423 14.378 13.005
27 H 13.381 14.547 14.782
28 H 14.342 13.660 13.673
29 H 14.774 16.677 13.995
30 H 16.748 14.428 13.287
31 H 17.270 16.076 13.409
32 H 16.042 15.685 12.230
33 H 16.397 16.055 15.739
34 H 15.948 14.502 15.590
35 C 21.300 8.198 15.788
36 O 21.518 8.916 14.534
37 C 20.372 8.728 13.737
38 C 20.813 9.170 12.335
39 C 21.055 10.677 12.192
40 N 19.869 8.835 11.306
41 H 20.566 8.716 16.405
42 H 22.226 8.218 16.362
43 H 21.137 7.134 15.615
44 H 20.086 7.679 13.819
45 H 19.474 9.245 14.075
46 H 21.740 8.688 12.025
47 H 20.164 11.252 12.446
48 H 21.200 11.096 11.197
49 H 21.871 10.961 12.857
50 H 20.209 9.143 10.406
51 H 19.630 7.857 11.388
52 C 22.028 8.557 8.396
53 O 20.713 9.036 8.615
54 C 20.170 9.769 7.525
55 C 18.699 10.095 7.842
56 C 17.959 10.835 6.664
57 N 18.548 11.057 8.882
58 H 22.378 8.112 9.327
59 H 22.600 9.467 8.209
60 H 22.145 7.835 7.588
61 H 20.798 10.657 7.456
62 H 20.242 9.173 6.616
63 H 18.216 9.203 8.242
64 H 18.408 11.746 6.268
65 H 16.940 11.136 6.908
66 H 17.817 10.152 5.827
67 H 18.977 11.920 8.578
68 H 19.071 10.744 9.687
69 C 21.056 12.178 15.682
70 O 19.808 11.765 16.320
71 C 18.587 12.423 15.888
72 C 17.392 11.635 16.421
73 C 17.338 10.184 16.036
74 N 16.185 12.343 16.103
75 H 21.873 11.914 16.353
76 H 21.091 13.261 15.566
77 H 21.204 11.594 14.774
78 H 18.649 13.458 16.227
79 H 18.474 12.518 14.808
80 H 17.623 11.524 17.480
81 H 16.460 9.650 16.400
82 H 18.211 9.670 16.437
83 H 17.326 10.028 14.957
84 H 15.856 12.132 15.172
85 H 15.442 12.001 16.696
86 C 16.439 7.692 12.097
87 O 15.132 8.109 11.995
88 C 14.461 7.582 10.878
89 C 12.909 7.959 10.767
90 C 12.132 7.173 11.832
91 N 12.404 7.554 9.495
92 H 16.474 6.664 12.457
93 H 16.903 8.175 12.956
94 H 17.027 7.813 11.187
95 H 14.943 8.071 10.032
96 H 14.595 6.519 10.679
97 H 12.713 9.030 10.799
98 H 12.569 7.359 12.813
99 H 12.037 6.095 11.705
100 H 11.164 7.675 11.809
101 H 12.503 6.559 9.356
102 H 11.409 7.690 9.393
103 C 13.528 17.196 9.940
104 O 14.591 16.724 9.095
105 C 14.557 15.337 8.756
106 C 15.684 15.049 7.714
107 C 15.493 13.657 7.122
108 N 16.985 15.019 8.359
109 H 12.587 16.893 9.482
110 H 13.564 18.284 10.007
111 H 13.647 16.708 10.907
112 H 14.678 14.663 9.604
113 H 13.594 15.025 8.352
114 H 15.628 15.742 6.874
115 H 16.309 13.426 6.438
116 H 14.590 13.498 6.532
117 H 15.402 12.797 7.786
118 H 16.866 14.230 8.978
119 H 16.996 15.824 8.969
120 C 15.139 11.144 10.409
121 C 16.091 12.051 11.197
122 C 17.033 11.348 12.123
123 O 16.849 12.755 10.281
124 H 14.671 11.848 9.721
125 H 14.361 10.747 11.061
126 H 15.567 10.304 9.862
127 H 15.531 12.811 11.740
128 H 17.677 12.048 12.656
129 H 17.662 10.587 11.661
130 H 16.441 10.748 12.815
131 H 17.364 12.052 9.879

=====

2.
Entry from OMol25: a 10-piece molecular cluster, C31H89O38P9S overall (ωB97M-V/def2-TZVPD).

Summary:
M	1380.8	g/mol
calculated total energy	-7564.9367	a.u.
energy relative to the best compared isomer or geometry (same formula, charge and spin)	0.0	kJ/mol
SMILES	COP(=O)(OC)OC.COP(=O)(OC)OC.COP(=O)(OC)OC.COP(=O)(OC)OC.COP(=O)(OC)OC.COP(=O)(OC)OC.COP(=O)(OC)OC.COP(=O)(OC)OC.COP(=O)(OC)OC.O=S1(=O)CCCC1

CARTESIAN COORDINATES (ANGSTROEM)
1 C -0.068 -4.918 5.461
2 O 0.566 -4.635 4.199
3 P 0.120 -5.501 2.955
4 O -1.304 -5.790 2.842
5 O 0.719 -4.613 1.805
6 C 0.510 -4.927 0.430
7 O 1.040 -6.788 2.999
8 C 2.451 -6.670 3.072
9 H -0.461 -3.979 5.849
10 H 0.691 -5.299 6.140
11 H -0.892 -5.622 5.359
12 H -0.290 -5.652 0.276
13 H 1.426 -5.310 -0.020
14 H 0.229 -4.024 -0.112
15 H 2.898 -6.742 2.079
16 H 2.856 -7.443 3.720
17 H 2.775 -5.702 3.465
18 C -5.663 1.827 -4.722
19 O -5.045 0.556 -4.532
20 P -4.067 0.319 -3.322
21 O -3.691 -1.074 -3.096
22 O -2.894 1.315 -3.634
23 C -1.736 1.222 -2.788
24 O -4.751 1.002 -2.075
25 C -6.001 0.530 -1.573
26 H -5.575 2.468 -3.843
27 H -6.730 1.680 -4.895
28 H -5.236 2.334 -5.585
29 H -1.355 2.224 -2.625
30 H -0.969 0.584 -3.222
31 H -2.026 0.766 -1.838
32 H -5.812 0.035 -0.618
33 H -6.449 -0.202 -2.246
34 H -6.653 1.380 -1.389
35 C -3.406 -3.311 3.863
36 O -4.486 -3.227 2.917
37 P -4.331 -2.531 1.514
38 O -3.819 -1.164 1.518
39 O -5.778 -2.660 0.916
40 C -6.854 -2.068 1.632
41 O -3.531 -3.569 0.664
42 C -3.998 -4.910 0.453
43 H -3.406 -4.301 4.300
44 H -3.480 -2.437 4.506
45 H -2.450 -3.209 3.339
46 H -6.583 -1.753 2.640
47 H -7.686 -2.765 1.751
48 H -7.253 -1.222 1.072
49 H -4.436 -5.019 -0.536
50 H -4.752 -5.104 1.216
51 H -3.173 -5.607 0.566
52 C 3.627 1.370 -3.272
53 O 2.422 2.145 -3.453
54 P 1.938 2.460 -4.927
55 O 1.999 1.332 -5.846
56 O 2.749 3.769 -5.338
57 C 3.779 3.648 -6.318
58 O 0.481 3.017 -4.698
59 C 0.274 4.190 -3.924
60 H 3.925 0.923 -4.220
61 H 3.399 0.552 -2.589
62 H 4.392 2.015 -2.844
63 H 3.440 3.186 -7.244
64 H 4.631 3.074 -5.948
65 H 4.123 4.655 -6.547
66 H 0.648 5.062 -4.465
67 H 0.790 4.134 -2.962
68 H -0.789 4.320 -3.734
69 C 6.164 0.133 -0.469
70 O 5.371 -0.874 0.155
71 P 5.602 -1.212 1.675
72 O 6.925 -1.729 2.008
73 O 5.184 0.144 2.380
74 C 5.565 0.346 3.737
75 O 4.366 -2.131 2.024
76 C 4.431 -3.531 1.714
77 H 5.592 0.498 -1.320
78 H 7.131 -0.192 -0.852
79 H 6.327 1.002 0.168
80 H 5.845 -0.595 4.221
81 H 4.726 0.741 4.308
82 H 6.429 1.001 3.822
83 H 5.233 -3.759 1.015
84 H 3.474 -3.820 1.281
85 H 4.563 -4.090 2.640
86 C 3.913 6.257 -2.680
87 O 4.745 5.117 -2.493
88 P 5.184 4.620 -1.062
89 O 5.899 3.357 -1.156
90 O 5.934 5.836 -0.410
91 C 7.278 5.667 0.077
92 O 3.858 4.601 -0.211
93 C 2.797 3.749 -0.663
94 H 4.467 7.007 -3.238
95 H 3.606 6.697 -1.727
96 H 2.997 5.970 -3.196
97 H 7.791 4.853 -0.431
98 H 7.233 5.415 1.137
99 H 7.794 6.610 -0.067
100 H 3.086 3.086 -1.474
101 H 1.959 4.368 -0.982
102 H 2.473 3.127 0.169
103 C -2.977 -4.137 -2.877
104 O -1.844 -4.966 -2.623
105 P -0.622 -4.956 -3.645
106 O -1.053 -4.794 -5.028
107 O 0.429 -3.927 -3.093
108 C 0.112 -2.526 -3.122
109 O 0.100 -6.293 -3.271
110 C -0.502 -7.510 -3.724
111 H -3.256 -3.555 -1.992
112 H -3.845 -4.755 -3.103
113 H -2.821 -3.345 -3.606
114 H 0.239 -2.106 -4.118
115 H 0.781 -2.009 -2.437
116 H -0.905 -2.355 -2.763
117 H -1.394 -7.342 -4.330
118 H -0.732 -8.110 -2.849
119 H 0.184 -8.025 -4.395
120 C -2.580 1.174 4.699
121 O -1.535 1.929 4.080
122 P -0.101 1.894 4.746
123 O -0.009 2.481 6.078
124 O 0.302 0.374 4.663
125 C 0.775 -0.383 5.765
126 O 0.795 2.524 3.623
127 C 0.460 3.818 3.096
128 H -3.297 0.900 3.928
129 H -3.115 1.795 5.420
130 H -2.193 0.297 5.216
131 H 0.601 0.109 6.722
132 H 1.834 -0.613 5.661
133 H 0.217 -1.322 5.768
134 H -0.576 4.095 3.280
135 H 0.627 3.745 2.024
136 H 1.104 4.593 3.509
137 C -3.450 1.974 1.272
138 O -3.544 3.408 1.259
139 P -4.060 4.105 -0.049
140 O -5.271 3.548 -0.643
141 O -4.164 5.602 0.471
142 C -4.461 6.615 -0.477
143 O -2.828 4.127 -1.050
144 C -1.605 4.765 -0.712
145 H -2.418 1.710 1.508
146 H -3.682 1.523 0.307
147 H -4.099 1.580 2.048
148 H -3.993 7.541 -0.153
149 H -5.536 6.796 -0.556
150 H -4.151 6.363 -1.494
151 H -1.437 5.614 -1.378
152 H -0.776 4.066 -0.851
153 H -1.582 5.096 0.327
154 O 1.027 0.156 -1.195
155 S 0.582 0.562 0.121
156 O 0.213 1.944 0.353
157 C -0.786 -0.504 0.541
158 C -0.334 -1.267 1.785
159 C 1.180 -1.389 1.746
160 C 1.721 -0.001 1.401
161 H -0.971 -1.242 -0.241
162 H -1.706 0.066 0.617
163 H -0.752 -0.721 2.629
164 H -0.766 -2.260 1.647
165 H 1.496 -2.075 0.957
166 H 1.633 -1.719 2.679
167 H 2.724 -0.002 0.979
168 H 1.634 0.701 2.230

=====

Calculated gap between HOMO and LUMO, 0.335; 0.377 Eh (same order as the records).